(1)
C12H28N4O8SZn | ωB97M-V/def2-TZVPD

XYZ file:
```
54
C12H28N4O8SZn, DFT ωB97M-V/def2-TZVPD
Zn 1.01 -0.30 -1.12
S 3.39 -1.01 -4.58
O 3.27 -1.69 -3.31
O 2.47 0.05 -4.36
O 4.70 -0.37 -4.74
O 2.88 -1.77 -5.72
C -3.84 -4.03 -1.27
C -2.41 -4.50 -1.70
O -1.62 -3.62 -1.90
N -2.15 -5.83 -1.84
C -0.82 -6.29 -2.11
H -4.41 -4.84 -0.81
H -4.36 -3.84 -2.21
H -3.90 -3.13 -0.66
H -2.79 -6.61 -1.71
H -0.15 -5.51 -2.48
H -0.81 -7.14 -2.79
H -0.38 -6.67 -1.19
C 3.54 -3.38 3.66
C 2.04 -3.06 3.56
O 1.65 -2.30 2.68
N 1.30 -3.59 4.48
C -0.16 -3.41 4.57
H 3.93 -2.75 4.46
H 4.03 -3.24 2.69
H 3.69 -4.42 3.91
H 1.65 -4.18 5.22
H -0.56 -2.76 5.35
H -0.64 -4.39 4.59
H -0.53 -2.95 3.66
C 2.39 5.02 1.79
C 2.76 4.76 0.37
O 2.77 3.57 -0.07
N 2.95 5.78 -0.40
C 3.51 5.65 -1.77
H 1.42 4.59 2.04
H 2.28 6.10 1.92
H 3.13 4.76 2.55
H 2.69 6.65 0.05
H 4.47 5.15 -1.70
H 3.72 6.58 -2.30
H 2.85 5.05 -2.39
C -3.19 3.99 -2.24
C -3.27 3.38 -0.79
O -2.66 2.38 -0.37
N -4.17 3.86 0.05
C -4.40 3.43 1.46
H -3.77 4.90 -2.38
H -3.57 3.21 -2.91
H -2.13 4.16 -2.37
H -4.81 4.45 -0.45
H -3.51 3.86 1.93
H -4.14 2.42 1.75
H -5.34 3.80 1.86
```

Results
HOMO-LUMO gap   0.1307 Ha
2S+1   1
M   453.833 g mol⁻¹

(2)
C2H4F4N2 | ωB97M-V/def2-TZVPD

XYZ file:
```
12
C2H4F4N2, DFT ωB97M-V/def2-TZVPD
C -2.01 1.00 0.27
C 1.91 -0.01 -0.18
N 0.60 -2.02 0.14
N 1.32 -1.11 -0.56
F -1.03 0.73 -0.66
F -2.16 -0.10 1.05
F 2.56 0.79 -0.98
F 1.62 0.60 1.02
H -2.87 1.21 -0.36
H -1.66 1.86 0.72
H 0.28 -1.53 1.02
H 1.44 -1.41 -1.48
```

Results
HOMO-LUMO gap (alpha / beta)   0.3072 / 0.3072 Ha
2S+1   1
M   132.060 g mol⁻¹

(3)
C25H58N2O2RuSi3 | ωB97M-V/def2-TZVPD

XYZ file:
```
91
C25H58N2O2RuSi3, DFT ωB97M-V/def2-TZVPD
O 0.36 1.77 -1.97
O 2.77 0.65 -2.67
C -0.62 1.61 -2.99
C -1.77 2.58 -3.08
H -0.98 0.58 -2.90
H -0.02 1.64 -3.92
H -2.48 2.41 -2.27
H -2.30 2.36 -4.01
H -1.43 3.62 -3.11
C 0.37 2.95 -1.14
C 1.32 3.99 -1.67
H 0.67 2.63 -0.13
H -0.65 3.36 -1.05
H 2.34 3.59 -1.77
H 1.33 4.83 -0.97
H 0.98 4.37 -2.64
C 4.07 0.59 -2.07
C 2.82 0.86 -4.08
C 4.43 1.85 -1.32
H 4.84 0.39 -2.83
H 4.04 -0.26 -1.38
H 4.45 2.72 -1.99
H 5.43 1.74 -0.88
H 3.72 2.05 -0.51
C 3.52 2.14 -4.51
H 1.77 0.88 -4.40
H 3.31 -0.01 -4.54
H 3.12 3.02 -3.99
H 3.35 2.30 -5.58
H 4.60 2.06 -4.34
H 0.88 -0.02 -1.13
Ru -0.68 -0.54 0.85
C 0.89 -0.95 -0.47
Si 1.18 -2.41 -1.75
H 1.75 -0.93 0.20
H -0.08 -1.75 -0.16
C 0.27 -1.83 -3.27
C 0.41 -3.97 -1.06
C 3.00 -2.72 -2.07
C -2.22 -0.96 -0.29
Si -3.19 -2.05 0.96
H -2.07 -1.54 -1.22
H -2.76 -0.04 -0.56
C -2.56 -3.82 0.93
C -4.94 -1.97 0.32
C -3.28 -1.53 2.77
H 3.11 -3.69 -2.57
H 3.56 -2.76 -1.12
H 3.44 -1.95 -2.71
H -0.80 -1.73 -3.09
H 0.42 -2.52 -4.11
H 0.67 -0.85 -3.56
H -0.54 -3.80 -0.54
H 1.09 -4.46 -0.36
H 0.21 -4.67 -1.89
H -4.95 -1.89 -0.77
H -5.45 -1.09 0.73
H -5.50 -2.86 0.61
H -3.62 -0.49 2.89
H -2.35 -1.65 3.34
H -4.04 -2.15 3.28
H -3.33 -4.48 1.35
H -1.65 -3.97 1.52
H -2.37 -4.16 -0.10
C -3.33 2.34 0.50
C -2.71 2.05 1.83
C -3.21 2.60 3.01
C -2.56 2.39 4.22
C -1.37 1.68 4.25
C -0.94 1.09 3.05
N -1.59 1.30 1.88
N 0.01 0.16 2.84
Si 0.94 -0.85 3.97
C 2.09 0.32 4.86
C -0.26 -1.69 5.12
C 1.86 -2.13 2.97
H -2.58 2.78 -0.19
H -3.80 1.45 0.04
H -4.13 3.09 0.63
H -4.10 3.20 2.90
H -2.98 2.80 5.13
H -0.81 1.50 5.16
H 1.54 1.16 5.31
H 2.63 -0.21 5.66
H 2.82 0.73 4.15
H -0.76 -2.54 4.65
H 0.29 -2.06 6.00
H -1.04 -1.00 5.49
H 1.18 -2.81 2.43
H 2.55 -1.68 2.25
H 2.45 -2.74 3.68
```

Results
HOMO-LUMO gap (alpha / beta)   0.2151 / 0.1955 Ha
2S+1   6
M   604.079 g mol⁻¹
Net charge   +1

(4)
C16H26N2O2 | ωB97M-V/def2-TZVPD

XYZ file:
```
46
C16H26N2O2, DFT ωB97M-V/def2-TZVPD
C -0.45 -1.53 7.09
C -0.25 -2.77 6.22
O 0.40 -2.48 5.00
C -0.28 -1.90 3.98
C -1.65 -1.62 3.96
C -2.22 -1.05 2.85
C -1.46 -0.71 1.73
C -0.10 -1.01 1.74
C 0.48 -1.60 2.84
H 1.53 -1.84 2.86
H 0.51 -0.82 0.87
C -2.15 -0.10 0.56
O -3.31 -0.34 0.29
N -1.39 0.77 -0.15
H -0.45 0.96 0.14
C -1.86 1.40 -1.36
C -1.10 0.93 -2.60
H -1.15 -0.16 -2.65
H -1.59 1.33 -3.49
C 0.37 1.37 -2.60
N 1.01 0.98 -3.84
C 1.76 -0.25 -3.76
H 1.93 -0.61 -4.79
C 3.11 -0.17 -3.04
H 3.79 0.51 -3.56
H 2.99 0.19 -2.02
H 3.57 -1.15 -3.00
H 1.13 -0.99 -3.26
C 1.66 2.05 -4.57
C 0.63 2.95 -5.25
H 1.14 3.70 -5.85
H 0.00 3.45 -4.52
H 0.00 2.35 -5.90
H 2.31 2.67 -3.91
H 2.30 1.60 -5.33
H 0.88 0.94 -1.74
H 0.41 2.46 -2.50
H -2.92 1.15 -1.45
H -1.77 2.49 -1.26
H -3.28 -0.84 2.83
H -2.27 -1.85 4.81
H -1.21 -3.28 6.03
H 0.42 -3.47 6.72
H -1.09 -0.81 6.59
H 0.51 -1.06 7.28
H -0.91 -1.82 8.03
```

Results
HOMO-LUMO gap   0.3293 Ha
2S+1   1
M   278.396 g mol⁻¹

Look up the M of the fourth one.
278.396 g mol⁻¹

Which value of M does entry 2 give?
132.060 g mol⁻¹